C24H30Cl5N4OS4W | wB97M-V/def2-TZVPD

Geometry (Å):
W  -1.39  -1.55  1.07
C  0.63  -4.47  0.33
C  1.62  -3.38  0.58
S  0.97  -1.96  1.66
C  0.84  -2.59  3.42
C  -0.57  -2.65  4.01
S  -2.05  -2.90  2.92
C  -2.34  -4.65  2.26
C  -2.47  -4.57  0.72
S  -1.02  -3.66  -0.10
H  0.45  -5.09  1.22
H  0.79  -5.03  -0.61
H  1.85  -2.75  -0.28
H  2.55  -3.74  1.10
H  1.47  -1.92  3.94
H  1.27  -3.61  3.40
H  -0.94  -1.70  4.44
H  -0.62  -3.41  4.85
H  -3.38  -4.80  2.68
H  -1.70  -5.42  2.72
H  -3.37  -3.98  0.57
H  -2.53  -5.56  0.29
Cl  -5.05  -1.76  1.26
C  -4.21  -1.22  -0.14
C  -2.85  -0.97  -0.13
C  -2.11  -0.65  -1.25
Cl  -0.41  -0.18  -0.93
C  -2.65  -0.83  -2.52
Cl  -1.68  -0.56  -3.94
C  -4.08  -1.08  -2.60
Cl  -4.84  -1.21  -4.07
C  -4.84  -1.24  -1.43
Cl  -6.54  -1.52  -1.57
C  -4.14  3.34  3.90
C  -2.82  3.88  4.51
C  -2.20  5.03  3.72
C  -1.77  2.82  4.75
N  -1.39  1.97  3.58
C  -1.86  0.80  3.08
N  -0.94  0.32  2.20
N  0.10  1.28  2.24
N  -0.09  2.18  3.06
H  -4.81  4.17  3.75
H  -4.59  2.50  4.40
H  -3.92  2.89  2.90
H  -2.98  4.37  5.53
H  -2.48  5.03  2.58
H  -1.08  5.09  3.76
H  -2.55  5.98  4.15
H  -2.07  2.08  5.56
H  -0.83  3.27  5.14
H  -2.73  0.31  3.47
C  4.36  2.56  -3.33
S  5.95  1.64  -3.61
O  7.05  2.50  -3.04
C  6.08  1.65  -5.39
C  5.76  0.46  -6.04
C  5.36  0.51  -7.39
C  5.37  1.70  -8.04
C  5.71  2.94  -7.40
C  6.08  2.84  -6.10
H  4.33  2.46  -2.23
H  3.57  2.24  -3.98
H  4.63  3.59  -3.57
H  5.86  -0.56  -5.63
H  5.17  -0.43  -7.92
H  5.14  1.68  -9.07
H  5.58  3.82  -8.01
H  6.33  3.68  -5.44

Output
- lowest unoccupied orbital energy (spin up / spin down) (eV) = -11.93 / -11.20
- E_tot (a.u.) = -5186.3810
- multiplicity = 3
- <S²> = 2.0726
- frontier orbital gap (spin up / spin down) (eV) = 0.93 / 1.66
- net charge = +3

***

C5H7N2P | wB97M-V/def2-TZVPD

Geometry (Å):
C  1.87  -0.97  1.56
C  1.10  -2.00  1.08
C  1.25  0.16  0.91
C  -3.28  0.45  -0.03
C  1.68  1.47  0.80
N  0.28  -0.24  0.09
N  0.15  -1.50  0.25
P  -2.44  0.02  -1.36
H  2.59  -0.94  2.34
H  1.17  -3.11  1.28
H  -2.73  1.12  0.64
H  -4.15  0.28  0.40
H  2.59  1.79  1.21
H  0.98  2.25  0.49
H  -0.40  -1.92  -0.40

Output
- lowest unoccupied orbital energy (spin up / spin down) (eV) = 0.08 / -0.27
- E_tot (a.u.) = -645.4075
- multiplicity = 1
- frontier orbital gap (spin up / spin down) (eV) = 7.73 / 7.06
- net charge = 0

***

C17H40N5O10P2 | wB97M-V/def2-TZVPD

Geometry (Å):
C  1.22  -1.85  0.59
C  2.78  -1.74  0.76
C  3.43  -0.67  -0.09
N  3.33  -0.48  -1.43
C  4.14  0.58  -1.70
N  4.34  1.07  -2.91
C  3.70  0.56  -4.14
C  4.68  0.49  -5.35
C  5.32  1.86  -5.73
O  6.45  1.58  -6.57
C  7.62  1.40  -5.74
N  4.72  1.07  -0.56
C  5.67  2.17  -0.41
C  6.90  1.75  -1.39
C  8.15  2.71  -1.29
O  7.14  2.65  -2.47
N  4.25  0.26  0.42
N  4.58  0.38  1.78
H  0.81  -1.30  -0.28
H  0.65  -1.56  1.49
H  0.98  -2.92  0.43
H  2.99  -1.66  1.84
H  3.21  -2.70  0.43
H  4.95  1.88  -3.03
H  2.91  1.30  -4.40
H  3.18  -0.40  -3.99
H  5.45  -0.28  -5.19
H  4.05  0.20  -6.22
H  4.63  2.55  -6.27
H  5.71  2.42  -4.85
H  7.38  0.94  -4.76
H  8.32  0.77  -6.33
H  8.08  2.40  -5.62
H  6.12  2.23  0.59
H  5.29  3.13  -0.81
H  7.10  0.65  -1.53
H  8.97  2.51  -1.99
H  8.02  3.67  -0.76
H  3.75  0.14  2.34
H  4.79  1.34  2.03
C  -2.87  0.39  -2.41
O  -2.29  -0.76  -1.77
P  -2.87  -1.10  -0.21
O  -1.79  -2.10  0.13
O  -4.18  -1.82  -0.87
C  -4.00  -2.97  -1.68
O  -3.58  -1.08  1.32
C  -4.79  -1.77  1.60
H  -2.47  0.45  -3.43
H  -3.95  0.29  -2.47
H  -2.60  1.30  -1.87
H  -3.04  -3.45  -1.51
H  -4.09  -2.69  -2.73
H  -4.79  -3.68  -1.44
H  -4.68  -2.84  1.39
H  -5.62  -1.35  1.03
H  -5.01  -1.65  2.66
C  -9.96  -0.60  4.05
O  -8.70  -1.25  4.30
P  -7.39  -0.22  4.67
O  -6.39  -1.34  4.51
O  -7.95  -0.12  6.21
C  -8.07  -1.31  6.97
O  -6.18  0.92  4.98
C  -5.90  1.37  6.30
H  -10.72  -1.37  3.92
H  -10.25  0.03  4.90
H  -9.90  0.00  3.15
H  -7.48  -2.13  6.56
H  -9.12  -1.61  7.01
H  -7.73  -1.11  7.98
H  -5.63  0.53  6.94
H  -6.74  1.92  6.72
H  -5.04  2.05  6.23

Output
- lowest unoccupied orbital energy (eV) = -3.62
- E_tot (a.u.) = -2380.1414
- multiplicity = 1
- frontier orbital gap (eV) = 7.50
- net charge = +1

***

C3H2IN | wB97M-V/def2-TZVPD

Geometry (Å):
C  0.04  1.71  -0.35
C  -1.01  -1.35  0.76
C  0.10  -1.67  0.29
N  -0.44  2.72  -0.27
I  1.99  -2.12  -0.12
H  -1.74  -0.53  0.72
H  1.05  1.24  -1.04

Output
- lowest unoccupied orbital energy (eV) = -0.01
- structure (SMILES) = C#CI.C#N
- E_tot (a.u.) = -467.7889
- multiplicity = 1
- frontier orbital gap (eV) = 9.81
- net charge = 0

***

C6H7ClOS | wB97M-V/def2-TZVPD

Geometry (Å):
C  0.70  0.95  -1.74
C  1.10  0.52  -0.49
C  -0.58  1.33  -1.86
C  0.11  0.51  0.43
C  0.62  -0.93  2.38
C  0.05  0.13  1.89
O  -1.55  -1.86  -0.99
S  -1.37  1.12  -0.33
Cl  -0.99  1.20  2.69
H  1.34  1.06  -2.63
H  2.13  0.09  -0.41
H  -1.15  1.78  -2.70
H  0.52  -1.13  3.46
H  1.40  -1.44  1.73
H  -1.09  -1.07  -1.24
H  -1.24  -2.23  -0.19

Output
- lowest unoccupied orbital energy (eV) = 0.45
- structure (SMILES) = C=C(Cl)c1cccs1.O
- E_tot (a.u.) = -1166.3954
- multiplicity = 1
- frontier orbital gap (eV) = 9.53
- net charge = 0

***

C17H28INO3S | wB97M-V/def2-TZVPD

Geometry (Å):
C  1.51  -2.48  2.75
C  1.04  -1.91  1.79
C  0.25  -1.06  0.86
C  1.03  0.00  -0.04
C  2.58  0.08  0.02
C  3.38  -0.89  -0.92
C  2.61  -2.16  -1.39
I  5.06  -1.65  0.28
N  0.35  0.15  -1.33
C  -0.97  -0.45  -1.07
O  -2.04  -0.02  -1.38
C  -0.61  -1.75  -0.25
C  -1.90  -2.52  0.13
C  -2.33  -3.31  -1.15
C  -1.72  -3.57  1.27
C  -0.58  -4.60  1.03
H  1.97  -2.88  3.64
H  -0.45  -0.46  1.46
H  0.74  0.95  0.47
H  2.84  1.12  -0.29
H  2.92  -0.08  1.05
H  3.82  -0.41  -1.80
H  1.98  -1.96  -2.29
H  2.04  -2.66  -0.59
H  3.37  -2.89  -1.73
H  0.83  -0.19  -2.15
H  -0.11  -2.39  -1.00
H  -2.71  -1.81  0.39
H  -3.18  -3.99  -0.94
H  -1.51  -3.92  -1.57
H  -2.65  -2.60  -1.94
H  -2.67  -4.15  1.31
H  -1.63  -3.07  2.25
H  0.24  -4.22  0.39
H  -1.01  -5.48  0.51
H  -0.16  -4.93  2.00
C  -0.84  6.06  -0.29
C  -1.86  5.00  -0.71
C  -1.19  3.63  -0.56
S  0.05  3.81  0.73
O  1.36  3.64  0.14
O  -0.37  3.07  1.89
C  -0.23  5.55  1.02
H  -1.30  7.04  -0.15
H  -0.07  6.15  -1.05
H  -2.73  5.05  -0.05
H  -2.21  5.16  -1.72
H  -1.89  2.85  -0.28
H  -0.67  3.34  -1.48
H  0.72  6.04  1.27
H  -0.93  5.65  1.85

Output
- lowest unoccupied orbital energy (eV) = 0.52
- structure (SMILES) = C#C[C@@H]1[C@@H]([C@@H](C)CC)C(=O)N[C@@H]1C[C@H](C)I.O=S1(=O)CCCC1
- E_tot (a.u.) = -1640.8117
- multiplicity = 1
- frontier orbital gap (eV) = 9.58
- net charge = 0

***

C11H17FN2O5P2 | wB97M-V/def2-TZVPD

Geometry (Å):
C  2.84  -3.02  2.79
C  1.40  -2.66  2.40
C  1.25  -2.19  0.96
N  1.39  -0.72  0.81
C  0.51  -0.05  0.00
C  0.85  0.65  -1.10
C  2.26  0.75  -1.61
C  3.21  1.56  -0.73
F  2.78  -0.56  -1.72
C  -0.17  1.38  -1.85
O  0.10  2.05  -2.82
C  -1.62  1.30  -1.43
P  -2.71  2.32  -2.52
N  -2.69  3.82  -2.12
C  -1.98  0.62  -0.33
P  -3.70  0.56  0.25
O  -4.53  1.64  -0.29
O  -4.11  -0.92  -0.18
O  -3.71  0.46  1.84
C  -0.93  -0.11  0.46
O  -1.22  -0.74  1.45
H  3.10  -2.63  3.78
H  3.56  -2.60  2.09
H  2.99  -4.10  2.82
H  1.04  -1.85  3.03
H  0.74  -3.51  2.56
H  1.99  -2.66  0.31
H  0.27  -2.48  0.57
H  2.34  -0.48  0.54
H  2.23  1.15  -2.61
H  2.66  2.15  0.01
H  3.88  0.89  -0.19
H  3.83  2.23  -1.32
H  -3.91  1.60  -2.54
H  -2.16  2.01  -3.77
H  -3.59  4.15  -1.79
H  -5.04  -1.11  -0.01
H  -3.14  1.11  2.27

Output
- lowest unoccupied orbital energy (eV) = -1.84
- structure (SMILES) = CCCNC1=C([C@@H](C)F)C(=O)C([PH2]=N)=C(P(=O)(O)O)C1=O
- E_tot (a.u.) = -1697.6767
- multiplicity = 1
- frontier orbital gap (eV) = 6.84
- net charge = 0

***

C32H55BMnN12O7S2Si | wB97M-V/def2-TZVPD

Geometry (Å):
Mn  0.01  0.32  0.61
C  -0.34  3.39  -2.22
C  -0.20  2.05  -1.89
N  -0.03  1.93  -0.57
N  -0.04  3.18  -0.03
C  -0.23  4.07  -1.01
B  0.18  3.30  1.51
N  -1.02  2.62  2.23
C  -2.06  3.14  2.90
C  -2.90  2.11  3.27
C  -2.30  0.97  2.76
N  -1.17  1.28  2.12
N  1.46  2.45  1.82
C  2.62  2.87  2.33
C  3.53  1.83  2.30
C  2.84  0.78  1.72
N  1.59  1.16  1.44
N  0.38  4.70  1.99
C  0.39  5.14  3.28
C  0.96  6.39  3.29
C  1.29  6.63  1.94
N  0.96  5.62  1.17
H  -0.48  3.82  -3.19
H  -0.24  1.18  -2.53
H  -0.24  5.12  -0.78
H  -2.13  4.20  3.07
H  -3.81  2.18  3.84
H  -2.64  -0.06  2.81
H  2.73  3.89  2.67
H  4.56  1.84  2.62
H  3.21  -0.20  1.46
H  0.02  4.54  4.09
H  1.11  7.03  4.14
H  1.75  7.50  1.51
N  0.59  -1.55  1.40
H  -0.01  -1.92  2.14
H  1.52  -1.48  1.79
H  0.65  -2.26  0.67
C  -4.47  -0.41  -6.59
C  -3.35  0.29  -5.85
S  -3.15  -0.25  -4.17
O  -3.22  -1.69  -4.12
O  -2.00  0.41  -3.59
C  -4.58  0.38  -3.28
C  -4.82  -0.42  -2.00
N  -3.57  -0.75  -1.28
C  -2.75  0.14  -0.70
N  -1.63  -0.47  -0.29
C  -1.74  -1.80  -0.65
C  -2.93  -1.97  -1.25
N  -3.45  -3.25  -1.71
O  -4.65  -3.36  -1.83
O  -2.63  -4.13  -1.78
C  -3.07  1.59  -0.63
H  -4.44  -0.11  -7.64
H  -5.45  -0.14  -6.20
H  -4.35  -1.49  -6.54
H  -3.46  1.38  -5.80
H  -2.37  0.08  -6.28
H  -5.46  0.27  -3.92
H  -4.40  1.44  -3.11
H  -5.29  -1.37  -2.23
H  -5.47  0.13  -1.33
H  -1.00  -2.56  -0.50
H  -4.14  1.73  -0.47
H  -2.78  2.07  -1.56
H  -2.54  2.07  0.18
C  4.09  3.63  -0.98
C  3.87  3.10  -2.38
C  5.19  2.87  -3.10
C  2.98  4.04  -3.18
O  3.11  1.85  -2.25
Si  3.61  0.32  -2.16
S  1.96  -0.79  -1.25
O  4.79  0.12  -1.07
C  5.83  -0.90  -0.93
C  6.42  -0.67  0.46
C  5.21  -2.29  -1.03
C  6.87  -0.68  -2.01
O  3.92  -0.42  -3.55
C  3.26  -0.46  -4.84
C  3.82  0.67  -5.68
C  3.59  -1.82  -5.44
C  1.75  -0.31  -4.65
H  4.63  4.58  -1.01
H  4.69  2.92  -0.40
H  3.14  3.80  -0.47
H  5.69  3.82  -3.26
H  5.02  2.41  -4.08
H  5.85  2.23  -2.52
H  3.47  5.00  -3.31
H  2.03  4.20  -2.67
H  2.78  3.62  -4.17
H  5.66  -0.83  1.23
H  6.79  0.35  0.54
H  7.24  -1.36  0.64
H  4.45  -2.43  -0.26
H  5.98  -3.04  -0.88
H  4.76  -2.44  -2.01
H  7.32  0.31  -1.92
H  6.43  -0.78  -3.00
H  7.67  -1.42  -1.91
H  4.90  0.60  -5.75
H  3.55  1.64  -5.25
H  3.41  0.62  -6.69
H  4.67  -1.93  -5.54
H  3.14  -1.92  -6.42
H  3.22  -2.62  -4.80
H  1.52  0.66  -4.19
H  1.35  -1.12  -4.04
H  1.25  -0.35  -5.62

Output
- lowest unoccupied orbital energy (spin up / spin down) (eV) = -7.02 / -7.58
- E_tot (a.u.) = -4697.5931
- multiplicity = 6
- <S²> = 8.7989
- frontier orbital gap (spin up / spin down) (eV) = 6.90 / 6.34
- net charge = +2

***

C20H32AuN6S | wB97M-V/def2-TZVPD

Geometry (Å):
Au  0.63  -0.34  -0.95
C  3.08  0.69  -3.09
C  3.08  1.31  -1.71
N  2.57  0.40  -0.64
C  3.53  -0.72  -0.29
C  3.03  -2.10  -0.67
N  1.75  -2.30  0.01
C  1.02  -3.55  -0.26
C  0.21  -3.50  -1.56
C  -1.14  -2.79  -1.44
N  -1.15  -1.27  -1.45
C  -1.53  -0.65  -2.75
C  -0.41  -0.78  -3.74
N  0.92  -0.53  -3.07
C  1.70  0.57  -3.70
H  3.58  -0.29  -3.08
H  3.68  1.33  -3.74
H  2.46  2.22  -1.71
H  4.09  1.61  -1.44
H  2.46  0.98  0.19
H  3.70  -0.69  0.79
H  4.49  -0.52  -0.77
H  3.78  -2.85  -0.38
H  2.90  -2.19  -1.75
H  1.91  -2.22  1.01
H  0.34  -3.72  0.58
H  1.70  -4.41  -0.29
H  0.00  -4.53  -1.85
H  0.80  -3.09  -2.38
H  -1.63  -3.12  -0.53
H  -1.77  -3.10  -2.28
H  -1.86  -0.97  -0.78
H  -1.75  0.40  -2.56
H  -2.44  -1.11  -3.14
H  -0.57  -0.04  -4.53
H  -0.38  -1.76  -4.22
H  1.48  -1.37  -3.14
H  1.14  1.50  -3.59
H  1.79  0.36  -4.77
S  -1.50  1.61  4.98
C  -1.01  1.14  3.36
C  -1.07  -0.21  2.98
C  -0.62  -0.59  1.73
N  -0.09  0.31  0.87
C  0.00  1.61  1.23
C  -0.45  2.05  2.46
C  -2.91  2.65  4.56
C  -4.16  2.07  4.56
C  -5.26  2.90  4.35
N  -5.14  4.21  4.17
C  -3.92  4.75  4.18
C  -2.77  4.01  4.37
H  -1.47  -0.95  3.65
H  -0.68  -1.62  1.41
H  0.44  2.29  0.53
H  -0.35  3.09  2.71
H  -4.30  1.01  4.73
H  -6.26  2.50  4.35
H  -3.87  5.83  4.05
H  -1.80  4.50  4.41

Output
- lowest unoccupied orbital energy (eV) = -11.56
- E_tot (a.u.) = -1642.6840
- multiplicity = 1
- frontier orbital gap (eV) = 4.24
- net charge = +3